{
  "formula": "C30H44MoN4OP2Si",
  "method": "ωB97M-V/def2-TZVPD",
  "multiplicity": 3,
  "lumo_ev": [-6.008, -9.040],
  "charge": 2,
  "orbital_gap_ev": [5.906, 2.874],
  "symbols": ["Mo", "C", "C", "C", "C", "C", "C", "C", "C", "C", "H", "H", "H", "H", "H", "H", "H", "H", "H", "H", "H", "H", "H", "H", "H", "P", "P", "N", "N", "N", "N", "C", "C", "C", "C", "C", "C", "C", "C", "C", "C", "C", "C", "C", "C", "C", "C", "C", "C", "H", "H", "H", "H", "H", "H", "H", "H", "H", "H", "H", "H", "H", "H", "H", "H", "H", "H", "H", "H", "C", "Si", "C", "C", "O", "H", "H", "H", "H", "H", "H", "H", "H", "H"],
  "xyz": [[-4.10, 0.34, 0.95], [-3.28, -0.21, 3.03], [-2.43, 0.70, 2.36], [-1.20, 0.30, 1.59], [-1.40, 0.06, 0.08], [-2.69, -0.57, -0.36], [-3.38, -1.58, 0.39], [-2.78, -2.29, 1.59], [-3.14, -1.69, 2.97], [-5.48, 0.57, -0.66], [-3.95, 0.18, 3.81], [-2.56, 1.77, 2.60], [-0.67, -0.55, 2.05], [-0.48, 1.13, 1.69], [-1.30, 1.03, -0.43], [-0.53, -0.53, -0.28], [-2.97, -0.42, -1.41], [-4.24, -2.09, -0.06], [-1.70, -2.41, 1.49], [-3.18, -3.32, 1.59], [-4.09, -2.14, 3.33], [-2.39, -2.07, 3.69], [-6.55, 0.66, -0.45], [-5.26, -0.16, -1.46], [-5.06, 1.56, -0.98], [3.35, -0.30, -2.82], [3.89, 1.22, -0.18], [2.99, -1.96, -3.24], [4.00, 0.09, -4.44], [3.96, 0.07, 1.15], [4.73, 2.50, 0.68], [4.98, -0.63, -1.99], [5.37, 0.56, -1.10], [1.82, -2.58, -2.78], [1.90, -3.93, -3.07], [3.15, -4.16, -3.72], [3.81, -2.94, -3.80], [3.36, 1.05, -5.24], [4.14, 1.28, -6.37], [5.30, 0.44, -6.27], [5.18, -0.28, -5.08], [2.77, -0.38, 1.75], [3.08, -1.38, 2.66], [4.50, -1.57, 2.62], [5.01, -0.67, 1.69], [5.83, 2.45, 1.56], [6.29, 3.74, 1.77], [5.48, 4.62, 0.96], [4.55, 3.84, 0.30], [5.76, -0.78, -2.75], [4.89, -1.56, -1.41], [6.18, 0.26, -0.42], [5.73, 1.41, -1.70], [1.06, -1.98, -2.29], [1.15, -4.67, -2.84], [3.53, -5.10, -4.09], [4.78, -2.69, -4.22], [2.42, 1.48, -4.92], [3.91, 1.97, -7.18], [6.12, 0.37, -6.97], [5.85, -1.01, -4.66], [1.83, 0.06, 1.45], [2.37, -1.91, 3.28], [5.08, -2.28, 3.20], [6.04, -0.51, 1.38], [6.18, 1.51, 1.96], [7.11, 4.03, 2.41], [5.58, 5.69, 0.88], [3.77, 4.08, -0.41], [-8.58, 0.34, 1.03], [-7.54, 0.84, 2.54], [-8.07, 2.61, 2.98], [-8.13, -0.31, 3.93], [-5.96, 0.81, 2.51], [-9.64, 0.40, 1.34], [-8.39, -0.68, 0.69], [-8.46, 1.01, 0.17], [-9.12, 2.64, 3.30], [-7.44, 2.97, 3.80], [-7.93, 3.30, 2.13], [-8.00, -1.37, 3.66], [-7.53, -0.13, 4.82], [-9.19, -0.15, 4.19]]
}

=====

{
  "formula": "C30H44N4P2RuSi",
  "method": "ωB97M-V/def2-TZVPD",
  "multiplicity": 5,
  "lumo_ev": [-5.761, -10.339],
  "charge": 2,
  "orbital_gap_ev": [7.159, 2.581],
  "symbols": ["Ru", "C", "C", "C", "C", "C", "C", "C", "C", "C", "H", "H", "H", "H", "H", "H", "H", "H", "H", "H", "H", "H", "H", "H", "H", "P", "P", "N", "N", "N", "N", "C", "C", "C", "C", "C", "C", "C", "C", "C", "C", "C", "C", "C", "C", "C", "C", "C", "C", "H", "H", "H", "H", "H", "H", "H", "H", "H", "H", "H", "H", "H", "H", "H", "H", "H", "H", "H", "H", "C", "Si", "C", "C", "H", "H", "H", "H", "H", "H", "H", "H", "H"],
  "xyz": [[2.29, 0.09, 1.38], [-4.42, -2.34, -3.48], [-3.81, -1.15, -3.60], [-4.38, 0.20, -3.32], [-5.58, 0.26, -2.35], [-5.34, -0.33, -0.99], [-5.49, -1.61, -0.63], [-5.97, -2.75, -1.47], [-5.82, -2.60, -3.00], [2.97, 0.10, 3.35], [-3.90, -3.24, -3.83], [-2.80, -1.13, -4.03], [-4.69, 0.67, -4.27], [-3.58, 0.85, -2.93], [-5.83, 1.33, -2.22], [-6.45, -0.18, -2.85], [-5.08, 0.41, -0.22], [-5.34, -1.87, 0.43], [-7.04, -2.94, -1.26], [-5.45, -3.67, -1.15], [-6.15, -3.55, -3.45], [-6.53, -1.85, -3.35], [3.76, -0.65, 3.51], [2.14, 0.02, 4.06], [3.39, 1.13, 3.34], [0.40, 1.04, 2.03], [1.57, 0.62, -0.64], [-0.61, 0.03, 3.05], [0.32, 2.55, 2.94], [0.91, -0.83, -1.38], [2.55, 1.28, -1.91], [-0.72, 1.38, 0.64], [0.12, 1.71, -0.60], [-0.31, -1.30, 3.37], [-1.41, -1.84, 4.02], [-2.41, -0.82, 4.09], [-1.90, 0.31, 3.48], [0.91, 2.75, 4.19], [0.72, 4.08, 4.56], [0.01, 4.73, 3.50], [-0.21, 3.78, 2.51], [1.30, -2.13, -1.04], [0.50, -3.02, -1.74], [-0.45, -2.25, -2.49], [-0.17, -0.91, -2.25], [2.29, 1.26, -3.28], [3.28, 1.99, -3.93], [4.18, 2.48, -2.92], [3.70, 2.04, -1.69], [-1.44, 2.16, 0.88], [-1.30, 0.45, 0.51], [-0.48, 1.64, -1.52], [0.54, 2.72, -0.57], [0.65, -1.71, 3.08], [-1.47, -2.85, 4.40], [-3.39, -0.91, 4.54], [-2.34, 1.28, 3.29], [1.42, 1.94, 4.69], [1.05, 4.53, 5.49], [-0.31, 5.76, 3.47], [-0.68, 3.87, 1.55], [2.09, -2.29, -0.31], [0.59, -4.09, -1.72], [-1.25, -2.61, -3.11], [-0.66, -0.01, -2.59], [1.42, 0.75, -3.67], [3.34, 2.16, -4.99], [5.07, 3.07, -3.08], [4.06, 2.21, -0.68], [4.90, -2.19, 1.77], [4.45, -0.62, 0.79], [5.83, 0.61, 1.15], [4.70, -1.15, -1.01], [4.99, -2.01, 2.85], [5.88, -2.55, 1.40], [4.16, -2.99, 1.60], [6.80, 0.15, 0.89], [5.73, 1.53, 0.55], [5.87, 0.87, 2.21], [5.72, -1.59, -1.05], [3.98, -1.92, -1.32], [4.66, -0.31, -1.71]]
}

=====

{
  "formula": "C30H45Cl2FN5O4S4",
  "method": "ωB97M-V/def2-TZVPD",
  "lumo_ev": -4.144,
  "charge": 1,
  "orbital_gap_ev": 6.633,
  "symbols": ["C", "C", "Cl", "C", "Cl", "C", "C", "C", "C", "C", "S", "C", "N", "N", "C", "O", "N", "C", "C", "O", "F", "C", "C", "C", "C", "C", "N", "C", "C", "C", "C", "S", "C", "S", "C", "C", "C", "C", "N", "H", "H", "H", "H", "H", "H", "H", "H", "H", "H", "H", "H", "H", "H", "H", "H", "H", "H", "H", "H", "H", "H", "H", "H", "H", "H", "H", "H", "H", "H", "H", "H", "H", "H", "H", "H", "H", "C", "C", "C", "S", "O", "O", "C", "H", "H", "H", "H", "H", "H", "H", "H"],
  "xyz": [[-2.72, -1.09, -0.32], [-1.42, -1.43, 0.34], [-1.64, -2.06, 1.92], [-0.19, -1.24, -0.17], [1.13, -1.62, 0.89], [0.16, -0.69, -1.54], [1.23, 0.47, -1.52], [1.51, 1.24, -0.23], [0.32, 1.78, 0.58], [0.65, 1.83, 2.08], [-0.92, 1.74, 3.01], [-0.87, 3.13, 4.06], [-1.72, 4.10, 4.10], [-1.29, 4.92, 5.14], [-0.22, 4.40, 5.62], [0.11, 3.23, 4.97], [-0.98, -0.40, -2.46], [-1.72, 0.85, -2.77], [-1.40, 2.11, -2.01], [-2.03, 2.45, -1.09], [-0.45, 2.88, -2.48], [-1.42, -1.45, -3.11], [-2.49, -1.51, -4.12], [-3.31, -2.83, -3.92], [-4.78, -2.60, -4.30], [-5.61, -1.95, -3.20], [-5.60, -2.69, -1.95], [-5.87, -2.12, -0.74], [-5.82, -3.06, 0.25], [-5.51, -4.29, -0.39], [-5.38, -4.03, -1.73], [-0.57, -2.90, -2.72], [0.91, -1.77, -2.45], [2.17, -2.86, -1.81], [1.25, -1.25, -3.90], [2.74, -1.16, -4.29], [3.27, -2.39, -5.07], [4.52, -3.03, -4.43], [4.38, -4.50, -4.41], [-3.52, -1.20, 0.40], [-2.74, -0.04, -0.60], [-2.98, -1.75, -1.14], [0.98, 1.19, -2.30], [2.19, 0.07, -1.84], [2.16, 0.69, 0.45], [2.11, 2.10, -0.51], [0.14, 2.81, 0.28], [-0.60, 1.22, 0.45], [1.24, 0.97, 2.39], [1.19, 2.73, 2.33], [0.39, 4.75, 6.44], [-2.77, 0.68, -2.58], [-1.62, 1.04, -3.83], [-3.21, -0.70, -4.08], [-2.00, -1.59, -5.09], [-3.28, -3.15, -2.89], [-2.93, -3.62, -4.56], [-4.83, -1.93, -5.16], [-5.26, -3.52, -4.60], [-5.33, -0.92, -2.99], [-6.63, -1.91, -3.56], [-6.11, -1.08, -0.59], [-5.99, -2.90, 1.30], [-5.39, -5.25, 0.08], [-5.18, -4.74, -2.51], [3.12, -2.03, -1.35], [0.80, -1.94, -4.60], [0.84, -0.26, -4.08], [2.80, -0.33, -5.00], [3.40, -0.88, -3.47], [3.59, -2.07, -6.05], [2.49, -3.14, -5.14], [4.63, -2.68, -3.40], [5.43, -2.74, -4.95], [5.29, -4.94, -4.48], [3.98, -4.78, -3.52], [4.51, 3.02, 8.32], [5.09, 3.45, 6.96], [4.11, 4.45, 6.33], [3.29, 5.26, 7.71], [1.89, 4.91, 7.68], [3.71, 6.63, 7.79], [4.08, 4.32, 9.00], [5.24, 2.48, 8.92], [3.65, 2.38, 8.16], [6.06, 3.92, 7.11], [5.25, 2.59, 6.30], [4.62, 5.20, 5.74], [3.35, 3.95, 5.74], [3.38, 4.16, 9.82], [4.94, 4.89, 9.35]]
}

=====

| no. | calculated total energy (eV) |
| --- | --- |
| 1 | -68121.2305 |
| 2 | -66801.4610 |
| 3 | -118573.7883 |